DFT (ωB97M-V/def2-TZVPD) results for a molecular structure, C31H50BrN5P2V.

Last column: Löwdin charge in e.
Atoms and positions in Å:
C 8.5125 0.0823 2.4487  -0.02
C 7.7606 -0.1225 1.2899  -0.22
C 8.4465 -0.8019 0.2236  0.01
C 9.8218 -1.0983 0.3607  -0.12
N 10.5250 -0.7956 1.4524  0.07
C 9.8813 -0.2503 2.4981  -0.10
C 6.4057 0.2933 1.2481  0.10
C 5.2158 0.5147 1.0383  0.03
C 4.3762 0.1517 -0.0431  -0.36
C 3.8417 -1.1592 0.0007  -0.12
C 2.8570 -1.4960 -0.9790  -0.15
C 2.2079 -0.4310 -1.5977  -0.53
C 2.8292 0.8484 -1.6752  -0.16
C 3.7543 1.2524 -0.7149  -0.10
V 2.4053 0.1583 0.3869  0.81
P -0.0474 -2.5657 0.3535  0.92
H 7.9345 -1.0596 -0.6870  0.10
H 8.0413 0.5401 3.3123  0.12
H 10.3835 -1.5854 -0.4653  0.12
H 10.4793 -0.0461 3.4060  0.12
H 3.9182 2.3130 -0.3626  0.18
H 4.1602 -1.8924 0.8021  0.18
H 2.5982 1.4240 -2.5599  0.10
H 2.7430 -2.5338 -1.2448  0.10
C -1.8191 -2.5029 -0.2431  -0.43
C -2.4422 -3.6181 -1.0983  -0.14
H -1.8662 -1.5549 -0.8093  -0.01
H -2.4354 -2.3470 0.6600  0.09
H -3.5103 -3.4074 -1.2549  0.09
H -1.9896 -3.7064 -2.0918  0.06
H -2.3709 -4.5911 -0.6006  0.06
C 0.6394 -3.8603 -0.7724  -0.43
C 1.6445 -4.8428 -0.1732  -0.13
H 1.1314 -3.2935 -1.5737  0.00
H -0.1995 -4.3777 -1.2583  0.07
H 2.2001 -5.3219 -0.9999  0.09
H 2.3637 -4.3777 0.5367  0.08
H 1.1364 -5.6537 0.3445  0.06
C -0.3015 -3.4890 1.9511  -0.41
C -1.0217 -4.8085 1.7935  -0.14
H -0.8445 -2.7992 2.6202  0.08
H 0.7120 -3.6117 2.3633  0.07
H -0.9275 -5.3801 2.7204  0.09
H -2.0836 -4.6736 1.5819  0.07
H -0.6095 -5.4164 0.9866  0.05
Br 0.0526 -0.2023 -1.7776  0.82
P 1.5769 -0.8507 -4.8242  1.17
C 0.8962 -2.2206 -3.9290  -0.46
C 0.0911 -3.2175 -4.7787  -0.11
H 0.1939 -1.7793 -3.1918  -0.05
H 1.7169 -2.6902 -3.3679  0.08
H -0.0439 -4.1434 -4.2040  0.08
H -0.8992 -2.7986 -5.0158  0.09
H 0.6283 -3.4091 -5.7097  0.07
C 0.6393 0.6995 -4.7144  -0.42
C 0.6718 1.4038 -6.0909  -0.13
H 1.0703 1.3510 -3.9477  0.05
H -0.4037 0.4645 -4.4370  0.07
H -0.0735 2.2144 -6.1021  0.09
H 1.6671 1.8181 -6.2752  0.08
H 0.4270 0.6811 -6.8708  0.07
C 3.3571 -0.7019 -4.4943  -0.36
C 4.2743 -1.2675 -5.5956  -0.11
H 3.5136 -1.2341 -3.5486  0.07
H 3.5607 0.3714 -4.3399  0.10
H 5.3105 -1.0074 -5.3461  0.09
H 4.1976 -2.3554 -5.6287  0.08
H 4.0227 -0.8544 -6.5790  0.08
C 1.6517 1.7549 2.7563  -0.16
N 0.7899 1.1882 1.6551  -0.16
C 0.0114 2.3030 0.9378  -0.15
N -0.7338 3.1467 1.8859  -0.08
C 0.2415 3.7042 2.8571  -0.14
N 0.8923 2.6511 3.6745  -0.07
C -0.1458 1.8156 4.3145  -0.15
N -1.0475 1.2027 3.3096  -0.08
C -0.2441 0.3862 2.3521  -0.19
C -1.7082 2.3149 2.6074  -0.16
H 2.5083 2.3187 2.3546  0.13
H 2.0078 0.9176 3.3807  0.13
H -0.7193 1.8417 0.2563  0.09
H 0.6963 2.9412 0.3607  0.13
H -0.2782 4.4045 3.5236  0.14
H 1.0273 4.2280 2.2824  0.13
H 0.3405 1.0075 4.8939  0.14
H -0.7621 2.4506 4.9761  0.14
H -0.9408 -0.0416 1.6162  0.11
H 0.2609 -0.4045 2.9177  0.12
H -2.2180 2.9304 3.3690  0.14
H -2.4523 1.8977 1.9035  0.14

Values from the calculation:
- Multiplicity: 4
- Frontier orbital gap (spin up / spin down): 6.98 / 4.56 eV
- ΔE to the lowest compared entry with this formula, charge and spin: 68.8 kcal per mole
- Total charge: +2
- Highest occupied orbital energy (spin up / spin down): -13.4 / -12.7 eV